{"formula": "C7H10", "method": "ωB97M-V/def2-TZVPD", "e_above_lowest_kcal_mol": 65.68, "homo_energy_ha": -0.3446, "spin_multiplicity": 1, "lumo_energy_ha": 0.0430, "fmax_ev_per_a": 2.50, "elements": ["C", "C", "C", "C", "C", "C", "C", "H", "H", "H", "H", "H", "H", "H", "H", "H", "H"], "positions_angstrom": [[0.289071, -0.091579, 1.639046], [-0.797028, -0.575961, 0.680604], [-1.244995, 0.609056, -0.118314], [0.143018, 0.936427, -0.682460], [0.471034, -0.234533, -1.641132], [0.494094, -1.013674, -0.323711], [1.077891, 0.217185, 0.392396], [0.046732, 0.711840, 2.333558], [0.764799, -0.932544, 2.165407], [-1.563280, -1.261631, 1.085261], [-1.667718, 1.402014, 0.496913], [-1.967226, 0.312200, -0.890406], [0.305695, 1.973285, -0.973690], [-0.217851, -0.543255, -2.430541], [1.454090, -0.027252, -2.112904], [0.289576, -2.028564, -0.031760], [2.122097, 0.546985, 0.411734]], "atomic_forces_ev_per_a": [[-0.085, 0.287, 0.239], [-0.004, 0.040, -0.252], [-0.108, 0.342, 0.061], [-0.065, 0.534, -0.083], [-0.445, -0.088, -0.025], [-1.421, -0.121, 0.509], [0.170, 0.174, 0.205], [-0.079, 0.049, 0.144], [-0.189, 0.250, -0.042], [0.435, -0.002, -0.604], [-0.088, 0.183, -0.026], [0.167, 0.259, 0.071], [0.204, -0.048, -0.064], [-0.219, 0.272, 0.086], [-0.292, -0.617, 0.560], [2.141, -1.148, -0.598], [-0.121, -0.368, -0.179]]}